i) C4H9N3 in the gas phase, computed with ωB97M-V/def2-TZVPD.

Cartesian coordinates (Å):
C -0.138 -0.809 0.434
C -0.554 0.245 -0.497
C -1.483 1.336 -0.081
N -0.342 -2.183 -0.011
N 1.296 0.960 -0.274
C 1.439 -0.404 0.524
N 2.441 -0.966 0.863
H -0.576 -0.677 1.425
H -0.539 -0.001 -1.555
H 0.063 -2.301 -0.937
H 0.226 -2.777 0.594
H 2.056 1.017 -0.958
H 1.345 1.744 0.380
H -1.311 1.639 0.954
H -2.513 0.961 -0.137
H -1.409 2.214 -0.725

E_LUMO (alpha / beta), Eh: 0.0089 / 0.0089
HOMO energy (alpha / beta), eV: -7.2 / -7.2
Net charge: 0

These are the Löwdin partial charges, in e, on atoms 1 to 6:
1 C -0.3714
2 C -0.0984
3 C -0.0795
4 N 0.0317
5 N 0.1209
6 C -0.5372

=====

ii) C4H9N3 as an isolated structure, computed with ωB97M-V/def2-TZVPD.

Cartesian coordinates (Å):
C 0.560 -0.414 -0.463
C 0.692 -1.705 0.326
C 1.374 0.665 -0.064
C -1.358 0.028 -0.294
N -1.493 1.315 -0.329
N -0.743 2.088 0.451
N -2.049 -1.021 -0.312
H 0.483 -0.568 -1.536
H -0.645 2.998 -0.004
H -2.992 -0.878 0.043
H -0.150 -2.365 0.129
H 1.614 -2.215 0.035
H 0.732 -1.506 1.399
H 0.271 1.630 0.567
H 1.752 1.367 -0.798
H 1.951 0.581 0.850

E_LUMO (alpha / beta), Eh: -0.0089 / -0.0089
HOMO energy (alpha / beta), eV: -8.2 / -8.2
Net charge: 0

These are the Löwdin partial charges, in e, on atoms 1 to 6:
1 C -0.2871
2 C -0.1041
3 C -0.0482
4 C -0.3630
5 N -0.0145
6 N 0.0077

=====

Of them, i) has the highest stability.

=====

i) C4H9N3 in the gas phase, computed with ωB97M-V/def2-TZVPD.

Cartesian coordinates (Å):
C 0.720 1.564 0.000
C -1.375 -0.543 0.786
N 0.497 0.318 -0.727
C 1.229 -1.207 -0.169
C -0.697 -0.606 -0.567
N 2.109 -1.245 0.675
N -1.285 -0.871 -1.676
H 0.639 0.377 -1.732
H 2.656 -0.462 1.027
H -2.171 -1.347 -1.543
H 0.697 1.363 1.071
H 1.700 1.968 -0.257
H -0.048 2.300 -0.247
H -0.665 -0.516 1.610
H -2.016 0.338 0.841
H -1.990 -1.434 0.910

E_LUMO, Eh: 0.0284
HOMO energy, eV: -7.9
Net charge: 0

These are the Löwdin partial charges, in e, on atoms 1 to 6:
1 C -0.0719
2 C -0.0383
3 N -0.1188
4 C -0.1401
5 C -0.5199
6 N 0.0548

=====

ii) C4H9N3 in the gas phase, computed with ωB97M-V/def2-TZVPD.

Cartesian coordinates (Å):
C -0.349 0.433 -0.112
C 0.643 0.694 1.372
N 0.613 0.244 -1.163
N -0.952 -0.866 0.003
N -1.244 1.509 -0.401
C 0.983 -1.110 -1.067
C -0.045 -1.790 -0.514
H -1.431 -1.093 0.859
H 1.366 0.925 -1.196
H -1.856 1.714 0.378
H -1.794 1.324 -1.231
H 1.828 -1.478 -1.609
H -0.184 -2.846 -0.375
H 1.082 1.691 1.265
H -0.071 0.701 2.197
H 1.410 -0.051 1.594

E_LUMO, Eh: 0.0380
SMILES: CC1(N)NC=CN1
HOMO energy, eV: -6.9
Net charge: 0

These are the Löwdin partial charges, in e, on atoms 1 to 6:
1 C -0.5604
2 C 0.0021
3 N 0.0185
4 N 0.0190
5 N 0.0854
6 C -0.1454

=====

iii) A 2-piece molecular cluster, C4H9N3 overall, computed with ωB97M-V/def2-TZVPD.

Cartesian coordinates (Å):
C -0.985 -0.567 -1.865
C -2.073 -0.045 -1.307
C 0.555 -0.116 1.172
C 0.333 0.949 0.147
N 1.830 -0.189 1.672
N -0.415 -0.884 1.445
N 1.207 1.558 -0.533
H 2.437 0.610 1.583
H 2.031 -0.839 2.414
H -0.185 -1.660 2.063
H 2.099 1.074 -0.616
H -0.609 -0.213 -2.812
H -0.528 -1.460 -1.464
H -2.587 0.797 -1.744
H -2.450 -0.417 -0.367
H -0.661 1.402 0.213

E_LUMO, Eh: 0.0308
SMILES: [H]/N=C\C(N)=N\[H].C=C
HOMO energy, eV: -9.4
Net charge: 0

These are the Löwdin partial charges, in e, on atoms 1 to 6:
1 C -0.0992
2 C -0.0965
3 C -0.5007
4 C -0.2365
5 N 0.1213
6 N 0.1308

=====

Of them, ii) has the highest stability.

=====

i) C4H7NO in the gas phase, computed with ωB97M-V/def2-TZVPD.

Cartesian coordinates (Å):
C -0.932 1.155 0.568
O -1.453 -0.136 0.747
C -0.753 -1.090 0.098
C 0.637 -1.145 -0.125
N 1.243 -0.292 -1.296
C 1.658 -0.063 -0.040
H -0.160 1.398 1.314
H -1.759 1.854 0.644
H -1.340 -1.999 0.013
H -0.530 1.198 -0.450
H 1.029 -2.152 -0.137
H 0.634 0.377 -1.814
H 1.725 0.894 0.480

E_LUMO (alpha / beta), Eh: 0.0246 / 0.0169
HOMO energy (alpha / beta), eV: -7.2 / -7.4
Net charge: 0

These are the Löwdin partial charges, in e, on atoms 1 to 6:
1 C -0.1001
2 O -0.1111
3 C -0.1276
4 C -0.2577
5 N 0.0397
6 C -0.1268

=====

ii) C4H7NO in the gas phase, computed with ωB97M-V/def2-TZVPD.

Cartesian coordinates (Å):
C -0.229 1.296 0.973
C 0.183 1.012 -0.457
O 0.977 -0.177 -0.505
C 0.334 -1.348 -0.916
C -1.032 -1.532 -0.365
N -2.117 -1.648 0.022
H 0.660 1.273 1.612
H -0.688 2.285 1.054
H -0.942 0.546 1.333
H 0.818 1.815 -0.846
H -0.688 0.928 -1.125
H 0.959 -2.181 -0.576
H 0.247 -1.420 -2.012

E_LUMO, Eh: 0.0313
SMILES: CCOCC#N
HOMO energy, eV: -10.6
Net charge: 0

These are the Löwdin partial charges, in e, on atoms 1 to 6:
1 C -0.0749
2 C -0.2651
3 O -0.1471
4 C -0.2066
5 C -0.1917
6 N 0.1582

=====

iii) C4H7NO in the gas phase, computed with ωB97M-V/def2-TZVPD.

Cartesian coordinates (Å):
C 1.649 -0.048 0.791
C 0.398 0.481 0.129
C 0.308 0.518 -1.356
N -0.570 -0.556 -0.263
C -1.945 -0.395 -0.146
O -2.485 0.535 0.382
H 1.435 -0.484 1.772
H 2.355 0.778 0.926
H 2.131 -0.794 0.150
H -0.145 1.221 0.721
H -0.492 1.230 -1.623
H -0.144 -1.245 -0.907
H -2.495 -1.240 -0.574

E_LUMO, Eh: 0.0271
HOMO energy, eV: -8.6
Net charge: 0

These are the Löwdin partial charges, in e, on atoms 1 to 6:
1 C -0.0624
2 C -0.4353
3 C 0.0654
4 N -0.0255
5 C -0.3053
6 O 0.0769

=====

Of them, ii) has the highest stability.